The following is a quantum chemistry calculation of a 2-piece molecular cluster, C4H7N overall at a distorted geometry, from the OMol25 dataset.

Properties
net charge = 0
lowest unoccupied orbital energy (alpha / beta) = -1.06 / -0.03 eV
E_tot = -5745.110 eV
ΔE to the lowest compared entry with this formula, charge and spin = 6.3065 eV
Kohn-Sham gap (alpha / beta) = 8.000 / 8.844 eV
highest occupied orbital energy (alpha / beta) = -0.333 / -0.326 Eh

Element x y z (Å)
C 0.18 0.98 0.87
C 1.37 0.10 1.15
C -0.01 -0.35 0.83
C -0.90 -0.93 -1.98
N -0.21 2.18 0.88
H 2.24 -0.04 0.41
H 1.65 0.12 2.12
H -0.54 -1.23 0.79
H -1.85 -0.81 -2.45
H -0.66 -1.85 -1.42
H -0.06 -0.37 -2.08
H -1.21 2.20 0.89

The following is a quantum chemistry calculation of C4H7N as an isolated structure at a distorted geometry, from the OMol25 dataset.

Properties
net charge = 0
lowest unoccupied orbital energy = -0.01 eV
E_tot = -5746.005 eV
ΔE to the lowest compared entry with this formula, charge and spin = 5.4115 eV
Kohn-Sham gap = 7.776 eV
highest occupied orbital energy = -0.286 Eh

Element x y z (Å)
N 1.15 -0.35 -1.03
C 0.29 0.40 -0.11
C 0.64 -0.08 1.25
C -1.57 -0.32 -0.32
C -0.97 0.84 -0.40
H 0.53 -0.97 -1.61
H 1.51 0.32 -1.71
H 1.70 0.01 1.49
H 0.40 -1.15 1.26
H -2.48 -0.80 -0.49
H 0.03 0.25 2.08
H -1.23 1.86 -0.40

The following is a quantum chemistry calculation of one molecule with the formula C4H7N at a distorted geometry, from the OMol25 dataset.

Properties
net charge = 0
lowest unoccupied orbital energy = 1.11 eV
E_tot = -5748.000 eV
ΔE to the lowest compared entry with this formula, charge and spin = 3.4169 eV
SMILES = C=C[C@@H]1CN1
Kohn-Sham gap = 10.092 eV
highest occupied orbital energy = -0.330 Eh

Element x y z (Å)
C 1.96 0.42 0.13
C 0.95 -0.54 -0.03
C -0.49 -0.54 -0.41
C -1.12 0.78 -0.31
N -1.42 -0.28 0.62
H 1.95 1.60 -0.09
H 3.07 -0.06 0.19
H 1.41 -1.60 -0.16
H -0.81 -1.40 -1.06
H -0.56 1.56 0.09
H -1.83 0.91 -1.17
H -1.08 0.18 1.55

The following is a quantum chemistry calculation of a 2-piece molecular cluster, C4H7N overall at a distorted geometry, from the OMol25 dataset.

Properties
net charge = 0
lowest unoccupied orbital energy = 0.68 eV
E_tot = -5747.469 eV
ΔE to the lowest compared entry with this formula, charge and spin = 3.9481 eV
SMILES = CC1=C=N1.C
Kohn-Sham gap = 10.281 eV
highest occupied orbital energy = -0.353 Eh

Element x y z (Å)
C 2.90 -0.52 0.06
C 1.57 0.06 -0.15
C 0.29 0.35 0.32
N 0.84 0.81 -0.91
H 3.65 0.10 -0.46
H 2.71 -1.49 -0.46
H 3.26 -0.75 1.08
C -3.03 0.31 0.14
H -3.59 0.94 0.79
H -2.00 0.09 0.43
H -3.03 0.70 -0.92
H -3.56 -0.61 0.07

The following is a quantum chemistry calculation of a 2-piece molecular cluster, C4H7N overall at a distorted geometry, from the OMol25 dataset.

Properties
net charge = 0
lowest unoccupied orbital energy = 1.05 eV
E_tot = -5748.252 eV
ΔE to the lowest compared entry with this formula, charge and spin = 3.1652 eV
SMILES = C=C=N.C=C
Kohn-Sham gap = 9.729 eV
highest occupied orbital energy = -0.319 Eh

Element x y z (Å)
C -1.39 0.56 -1.02
C -1.99 0.27 0.11
N -2.26 0.20 1.26
H -1.38 1.56 -1.43
H -0.51 -0.05 -1.13
H -2.93 -0.47 1.65
C 2.13 -0.05 0.55
C 1.33 -0.72 -0.32
H 2.27 -0.28 1.61
H 2.52 0.87 0.19
H 1.26 -0.24 -1.27
H 0.95 -1.64 -0.21

The following is a quantum chemistry calculation of one molecule with the formula C4H7N at a distorted geometry, from the OMol25 dataset.

Properties
net charge = 0
lowest unoccupied orbital energy = 1.22 eV
E_tot = -5749.638 eV
ΔE to the lowest compared entry with this formula, charge and spin = 1.7789 eV
SMILES = C=C[C@@H]1CN1
Kohn-Sham gap = 10.594 eV
highest occupied orbital energy = -0.345 Eh

Element x y z (Å)
C -0.79 -0.66 1.43
C -0.86 0.43 0.66
C -0.25 0.53 -0.72
C 0.83 -0.45 -1.14
N 1.15 0.96 -0.80
H -0.39 -1.60 1.05
H -1.13 -0.62 2.45
H -1.32 1.33 1.07
H -0.87 0.98 -1.48
H 1.10 -1.25 -0.46
H 0.98 -0.66 -2.22
H 1.54 1.00 0.14

The following is a quantum chemistry calculation of an isolated ion of composition C4H7N2 and charge +1 at a distorted geometry, from the OMol25 dataset.

Properties
net charge = +1
lowest unoccupied orbital energy (alpha / beta) = -7.73 / -7.73 eV
E_tot = -7228.348 eV
ΔE to the lowest compared entry with this formula, charge and spin = 7.3901 eV
SMILES = C[C@@H]1C[C@]12N=[NH+]2
Kohn-Sham gap (alpha / beta) = 8.124 / 8.124 eV
highest occupied orbital energy (alpha / beta) = -0.583 / -0.583 Eh

Element x y z (Å)
C 1.50 0.90 -0.04
C 0.51 -0.12 0.37
C -0.02 -0.99 -0.62
C -0.96 0.02 0.01
N -1.97 0.81 -0.24
N -2.22 0.05 0.82
H 1.46 0.92 -1.12
H 2.41 0.48 0.13
H 1.41 1.88 0.37
H 0.68 -0.62 1.39
H 0.06 -2.09 -0.37
H 0.16 -0.75 -1.61
H -3.01 -0.50 0.92

The following is a quantum chemistry calculation of an isolated ion of composition C4H7N2 and charge +1 at a distorted geometry, from the OMol25 dataset.

Properties
net charge = +1
lowest unoccupied orbital energy = -5.02 eV
E_tot = -7231.684 eV
ΔE to the lowest compared entry with this formula, charge and spin = 4.0543 eV
SMILES = C#C/[NH+]=C(/C)N
Kohn-Sham gap = 8.862 eV
highest occupied orbital energy = -0.510 Eh

Element x y z (Å)
C 1.77 -2.15 -0.77
C 1.41 -1.27 -0.05
N 1.01 -0.13 0.55
C -0.33 0.50 -0.05
C -0.92 1.63 0.64
N -0.88 -0.29 -0.92
H 1.83 -3.12 -1.14
H 1.45 0.12 1.43
H -0.50 1.93 1.71
H -0.73 2.54 0.01
H -1.94 1.43 1.02
H -1.88 -0.19 -1.03
H -0.30 -1.01 -1.40

The following is a quantum chemistry calculation of a 2-piece molecular cluster, C4H7N2 overall at a distorted geometry, from the OMol25 dataset.

Properties
net charge = +1
lowest unoccupied orbital energy = -4.26 eV
E_tot = -7232.888 eV
ΔE to the lowest compared entry with this formula, charge and spin = 2.8500 eV
Kohn-Sham gap = 11.462 eV
highest occupied orbital energy = -0.578 Eh

Element x y z (Å)
C 3.48 0.74 0.01
C 1.72 -0.97 -0.01
C -2.11 -0.08 0.00
C -3.49 0.24 -0.01
N 2.62 -0.14 -0.01
N -0.99 -0.33 0.03
H 3.86 1.16 -0.92
H 1.94 -2.03 -0.03
H 0.63 -0.68 0.02
H 3.89 1.10 0.94
H -3.90 0.10 -1.01
H -3.63 1.28 0.29
H -4.02 -0.41 0.69

The following is a quantum chemistry calculation of an isolated ion of composition C4H7N2 and charge +1 at a distorted geometry, from the OMol25 dataset.

Properties
net charge = +1
lowest unoccupied orbital energy = -5.07 eV
E_tot = -7230.654 eV
ΔE to the lowest compared entry with this formula, charge and spin = 5.0846 eV
SMILES = C#[N+]CN1CC1
Kohn-Sham gap = 9.423 eV
highest occupied orbital energy = -0.533 Eh

Element x y z (Å)
C 1.87 1.82 -0.50
N 1.06 1.06 -0.84
C 0.51 -0.45 -1.05
N -0.38 -0.69 -0.04
C -0.19 -0.35 1.31
C -1.45 0.05 0.47
H 2.52 2.52 -0.15
H 0.06 -0.57 -1.97
H 1.47 -1.07 -1.12
H 0.47 0.49 1.59
H -0.11 -1.09 2.23
H -2.45 -0.45 0.51
H -1.51 1.09 0.30

The following is a quantum chemistry calculation of an isolated ion of composition C4H7N2 and charge +1 at a distorted geometry, from the OMol25 dataset.

Properties
net charge = +1
lowest unoccupied orbital energy = -3.52 eV
E_tot = -7231.346 eV
ΔE to the lowest compared entry with this formula, charge and spin = 4.3921 eV
SMILES = N=C=C[C@@H]1C[NH2+]1
Kohn-Sham gap = 9.350 eV
highest occupied orbital energy = -0.473 Eh

Element x y z (Å)
N -1.57 0.04 3.09
C -0.98 0.01 2.04
C -0.40 0.04 0.78
C 0.72 0.39 -0.16
C 0.38 0.76 -1.54
N 0.79 -0.64 -1.35
H -1.65 -0.73 3.84
H -1.15 -0.38 0.13
H 1.72 0.58 0.21
H 1.03 1.53 -2.04
H -0.59 0.85 -1.93
H 1.69 -1.04 -1.48
H 0.03 -1.41 -1.58

The following is a quantum chemistry calculation of an isolated ion of composition C4H7N2 and charge +1 at a distorted geometry, from the OMol25 dataset.

Properties
net charge = +1
lowest unoccupied orbital energy = -4.22 eV
E_tot = -7231.995 eV
ΔE to the lowest compared entry with this formula, charge and spin = 3.7436 eV
SMILES = C=NC[N+]#CC
Kohn-Sham gap = 10.382 eV
highest occupied orbital energy = -0.537 Eh

Element x y z (Å)
C 1.82 0.78 1.22
N 1.29 1.73 0.57
C 0.05 1.69 -0.25
N -0.59 0.35 -0.72
C -0.90 -0.76 -0.71
C -1.21 -2.08 -0.64
H 2.76 1.10 1.73
H 1.38 -0.20 1.39
H 0.28 2.35 -1.04
H -0.83 2.31 0.11
H -0.53 -2.58 0.07
H -1.40 -2.57 -1.58
H -2.13 -2.11 -0.14

The following is a quantum chemistry calculation of C4H7N2 as an isolated structure at a distorted geometry, from the OMol25 dataset.

Properties
net charge = +1
lowest unoccupied orbital energy (alpha / beta) = -3.56 / -7.62 eV
E_tot = -7227.810 eV
ΔE to the lowest compared entry with this formula, charge and spin = 2.9224 eV
Kohn-Sham gap (alpha / beta) = 7.625 / 7.806 eV
2S+1 = 3
highest occupied orbital energy (alpha / beta) = -0.411 / -0.567 Eh

Element x y z (Å)
C 0.98 1.15 -0.93
C 0.10 0.67 -1.85
C -1.05 -1.32 -0.75
C 0.48 0.19 1.46
N 0.66 0.16 0.03
N -0.27 -0.35 -0.92
H 1.68 1.91 -0.99
H -0.19 0.97 -2.81
H -0.88 -2.02 0.16
H -1.84 -1.48 -1.48
H -0.54 0.67 1.70
H 0.48 -0.94 1.91
H 1.36 0.53 1.80

The following is a quantum chemistry calculation of an isolated ion of composition C4H7N2O and charge +1 at a distorted geometry, from the OMol25 dataset.

Properties
net charge = +1
lowest unoccupied orbital energy = -5.12 eV
E_tot = -9278.556 eV
ΔE to the lowest compared entry with this formula, charge and spin = 4.2339 eV
SMILES = C=N/C=[NH+]/C(C)=O
Kohn-Sham gap = 9.404 eV
highest occupied orbital energy = -0.534 Eh

Element x y z (Å)
C -3.25 0.13 0.20
N -2.07 0.31 -0.20
C -0.85 0.53 -0.46
N 0.20 -0.37 -0.49
C 1.47 0.31 -0.13
C 2.55 -0.61 0.14
O 1.48 1.81 -0.19
H -3.67 -0.08 1.25
H -4.09 0.12 -0.57
H -0.41 1.60 -0.45
H 0.15 -1.28 -0.06
H 3.48 -0.25 -0.24
H 2.22 -1.65 -0.02
H 2.79 -0.57 1.22

The following is a quantum chemistry calculation of an isolated ion of composition C4H7N2O and charge +1 at a distorted geometry, from the OMol25 dataset.

Properties
net charge = +1
lowest unoccupied orbital energy = -4.39 eV
E_tot = -9282.216 eV
ΔE to the lowest compared entry with this formula, charge and spin = 0.5740 eV
SMILES = [NH2+]=CN1CCC1=O
Kohn-Sham gap = 10.976 eV
highest occupied orbital energy = -0.565 Eh

Element x y z (Å)
N -2.16 1.04 0.01
C -0.88 1.27 -0.01
N 0.05 0.36 -0.01
C 0.09 -1.24 -0.01
C 1.61 -1.10 0.01
C 1.50 0.40 0.00
O 2.19 1.35 0.00
H -2.83 1.80 0.01
H -2.53 0.09 0.01
H -0.53 2.30 -0.01
H -0.36 -1.63 -0.91
H -0.37 -1.63 0.89
H 2.13 -1.50 -0.87
H 2.10 -1.49 0.89

The following is a quantum chemistry calculation of an isolated ion of composition C4H7N2O and charge +1 at a distorted geometry, from the OMol25 dataset.

Properties
net charge = +1
lowest unoccupied orbital energy (alpha / beta) = -4.55 / -4.97 eV
E_tot = -9278.377 eV
ΔE to the lowest compared entry with this formula, charge and spin = 4.4128 eV
Kohn-Sham gap (alpha / beta) = 7.719 / 7.063 eV
highest occupied orbital energy (alpha / beta) = -0.451 / -0.442 Eh

Element x y z (Å)
C 0.41 1.37 0.23
C -0.14 -1.68 -0.20
C 1.15 -1.04 0.03
C -1.69 0.41 -0.37
N 1.17 0.39 -0.34
N -0.87 1.17 0.38
O -0.66 -2.70 -0.20
H 0.86 2.18 0.60
H 1.31 -1.34 1.17
H 1.98 -1.52 -0.38
H -1.57 0.23 -1.45
H -2.58 0.18 0.07
H 2.08 0.69 -0.56
H -1.44 1.65 1.01

The following is a quantum chemistry calculation of a 2-piece molecular cluster, C4H7N2O2 overall, from the OMol25 dataset.

Properties
net charge = -1
lowest unoccupied orbital energy = 4.21 eV
E_tot = -11337.366 eV
ΔE to the lowest compared entry with this formula, charge and spin = 0.2603 eV
Kohn-Sham gap = 8.364 eV
highest occupied orbital energy = -0.153 Eh

Element x y z (Å)
C 0.31 1.95 -0.59
C 0.00 1.83 -1.88
C 1.99 0.46 -0.06
N 1.57 1.66 -0.06
H -0.39 2.38 0.11
H 0.72 1.43 -2.58
H -0.97 2.10 -2.25
H 3.02 0.31 0.26
H 1.35 -0.39 -0.30
N -1.76 -2.49 1.47
C -0.74 -1.65 0.93
O -0.91 -1.27 -0.25
O 0.23 -1.41 1.69
H -1.76 -2.53 2.48
H -2.66 -2.38 1.03

The following is a quantum chemistry calculation of an isolated ion of composition C4H7N2O2 and charge +1 at a distorted geometry, from the OMol25 dataset.

Properties
net charge = +1
lowest unoccupied orbital energy (alpha / beta) = -5.51 / -5.51 eV
E_tot = -11323.824 eV
ΔE to the lowest compared entry with this formula, charge and spin = 5.9016 eV
SMILES = C#CC[C@@]([NH3+])(O)N=O
Kohn-Sham gap (alpha / beta) = 8.472 / 8.471 eV
highest occupied orbital energy (alpha / beta) = -0.514 / -0.514 Eh

Element x y z (Å)
C 0.65 -2.65 0.31
C -0.10 -1.75 0.48
C -0.95 -0.57 0.23
C 0.13 0.64 0.00
N -0.58 1.79 -0.74
O 0.59 1.25 1.22
N 1.10 0.15 -1.01
O 1.84 -0.72 -0.51
H 1.04 -3.58 0.52
H -1.51 -0.48 1.16
H -1.64 -0.67 -0.55
H -0.33 2.69 -0.31
H -1.52 1.45 -0.67
H -0.16 1.62 -1.62
H 1.41 0.85 1.47

The following is a quantum chemistry calculation of a 2-piece molecular cluster, C4H7N2O3S overall at a distorted geometry, from the OMol25 dataset.

Properties
net charge = -1
lowest unoccupied orbital energy = 3.33 eV
E_tot = -24219.127 eV
ΔE to the lowest compared entry with this formula, charge and spin = 1.8394 eV
Kohn-Sham gap = 7.917 eV
highest occupied orbital energy = -0.169 Eh

Element x y z (Å)
C -0.06 1.99 0.50
C 2.69 -0.37 -0.16
C 0.98 0.84 0.51
C -2.32 -0.90 -0.78
N 2.00 -1.09 0.86
N 0.90 -0.20 1.21
O 0.17 2.75 1.43
O -0.91 1.95 -0.36
O 2.10 0.93 -0.27
S -3.85 -0.12 -0.08
H 3.77 -0.41 -0.12
H 2.36 -0.79 -1.13
H -2.55 -1.30 -1.73
H -2.13 -1.81 -0.28
H -1.54 -0.19 -0.88
H 1.43 -1.86 0.51
H -3.06 0.59 0.77

The following is a quantum chemistry calculation of a 2-piece molecular cluster, C4H7N2O4 overall at a distorted geometry, from the OMol25 dataset.

Properties
net charge = +1
lowest unoccupied orbital energy (alpha / beta) = -7.54 / -7.54 eV
E_tot = -15417.699 eV
ΔE to the lowest compared entry with this formula, charge and spin = 1.7286 eV
Kohn-Sham gap (alpha / beta) = 6.166 / 6.176 eV
highest occupied orbital energy (alpha / beta) = -0.504 / -0.504 Eh

Element x y z (Å)
C 0.92 -0.24 3.29
C 1.16 1.74 -0.95
C -1.17 -1.10 -0.26
C -0.43 -0.12 -1.30
N -0.04 -1.33 0.55
N -0.14 1.19 -0.97
O 1.06 0.26 4.26
O 1.35 2.74 -0.38
O 0.30 -2.61 0.59
O -1.14 1.97 -0.41
H 1.86 1.02 -1.63
H -1.90 -0.56 0.34
H -1.60 -1.96 -0.68
H 0.46 -0.46 -1.68
H -1.14 -0.02 -2.24
H 1.16 -2.85 1.07
H -0.73 2.34 0.39